Molecular formula: C31H39F18GeN2O6S2Si3Ti
Method: DFT, the ωB97M-V functional and the def2-TZVPD basis

As for the orbital gap: 7.889 eV. For the energy, the calculation gives -221905.068 eV. As for the net charge: -1. Its multiplicity is 1. The relative energy (zero: lowest compared OMol25 entry of this formula, charge and spin) comes out at 0.00 kJ/mol.

Each line ends with the Löwdin charge.
Positions of all 103 atoms, in Å:
Ti1 -0.02 0.06 0.30  1.12
C1 1.07 6.86 2.39  -0.06
C2 1.14 5.39 2.07  -0.27
C3 2.06 4.55 2.66  -0.03
C4 2.10 3.20 2.36  0.00
C5 1.23 2.61 1.43  -0.18
N1 1.29 1.22 1.17  -0.02
C6 2.10 0.52 2.12  -0.27
C7 3.48 0.51 1.94  -0.05
C8 4.31 -0.05 2.90  -0.03
C9 3.77 -0.59 4.06  -0.25
C10 4.65 -1.20 5.12  -0.05
C11 2.39 -0.60 4.21  0.03
C12 1.54 -0.09 3.24  -0.05
C13 0.01 -0.26 3.31  -0.27
O1 -0.50 -0.56 2.07  -0.20
C14 -0.69 1.03 3.89  -0.52
F1 0.07 1.61 4.83  0.16
F2 -1.89 0.76 4.46  0.16
F3 -0.93 1.93 2.95  0.18
C15 -0.39 -1.44 4.26  -0.55
F4 -0.27 -1.08 5.56  0.13
F5 0.37 -2.52 4.09  0.16
F6 -1.65 -1.81 4.06  0.17
C16 0.27 3.47 0.85  -0.08
C17 0.26 4.82 1.17  0.02
C18 -0.74 2.92 -0.13  -0.28
O2 -1.03 1.58 0.06  -0.17
C19 -2.14 3.60 0.02  -0.54
F7 -2.21 4.85 -0.45  0.14
F8 -3.08 2.90 -0.63  0.15
F9 -2.49 3.64 1.31  0.17
C20 -0.17 3.16 -1.55  -0.54
F10 1.03 2.60 -1.69  0.18
F11 -0.97 2.66 -2.49  0.11
F12 -0.03 4.47 -1.81  0.16
H1 1.88 7.15 3.06  0.07
H2 0.13 7.11 2.88  0.08
H3 1.14 7.47 1.49  0.08
H4 2.76 4.94 3.39  0.11
H5 2.83 2.60 2.87  0.11
H6 3.88 0.97 1.05  0.13
H7 5.38 -0.05 2.75  0.11
H8 5.70 -0.94 4.96  0.07
H9 4.57 -2.29 5.11  0.08
H10 4.37 -0.86 6.12  0.08
H11 1.98 -1.04 5.11  0.12
H12 -0.47 5.46 0.70  0.12
F13 2.15 -4.64 -0.81  0.15
C21 0.89 -4.25 -0.73  -0.66
F14 0.19 -5.22 -0.13  0.13
F15 0.38 -4.07 -1.93  0.13
S1 0.72 -2.76 0.41  0.64
O3 -0.56 -2.15 0.01  -0.41
O4 0.79 -3.38 1.69  -0.24
N2 1.81 -1.63 0.24  -0.41
S2 2.60 -1.28 -1.16  0.96
O5 0.22 -0.13 -1.61  -0.68
O6 2.23 -2.22 -2.23  -0.50
C22 4.28 -2.00 -0.65  -0.72
F16 4.94 -2.37 -1.76  0.11
F17 5.01 -1.06 -0.04  0.09
F18 4.21 -3.06 0.16  0.12
C23 1.15 -3.34 -4.83  -0.22
Si1 0.74 -1.50 -4.74  0.42
C24 0.06 -1.20 -6.49  -0.24
C25 2.22 -0.34 -4.72  -0.20
Ge1 -0.81 -0.76 -3.00  0.70
Si2 -2.73 -1.97 -2.09  0.42
C26 -3.30 -0.93 -0.63  -0.19
C27 -2.70 -3.78 -1.58  -0.21
C28 -4.17 -2.00 -3.32  -0.23
Si3 -2.07 0.83 -4.38  0.41
C29 -3.55 1.71 -3.62  -0.21
C30 -1.08 2.18 -5.26  -0.21
C31 -2.80 -0.24 -5.77  -0.24
H13 1.62 -3.55 -5.80  0.03
H14 0.23 -3.92 -4.78  0.03
H15 1.81 -3.66 -4.04  0.00
H16 0.89 -1.43 -7.16  0.03
H17 -0.25 -0.17 -6.67  0.00
H18 -0.77 -1.86 -6.75  0.02
H19 2.70 -0.33 -5.70  0.03
H20 2.97 -0.60 -3.98  0.00
H21 1.89 0.68 -4.51  0.02
H22 -2.69 -1.11 0.26  0.02
H23 -4.33 -1.19 -0.37  0.04
H24 -3.27 0.14 -0.85  0.02
H25 -2.10 -3.98 -0.70  0.01
H26 -2.36 -4.43 -2.39  0.03
H27 -3.74 -4.06 -1.36  0.03
H28 -4.47 -1.04 -3.73  -0.01
H29 -5.02 -2.42 -2.78  0.03
H30 -3.96 -2.67 -4.16  0.03
H31 -3.27 2.43 -2.86  0.00
H32 -4.26 1.01 -3.17  0.01
H33 -4.07 2.24 -4.42  0.04
H34 -1.04 3.10 -4.69  0.02
H35 -1.57 2.39 -6.22  0.03
H36 -0.05 1.88 -5.48  0.01
H37 -2.63 -1.31 -5.65  0.01
H38 -2.38 0.05 -6.73  0.02
H39 -3.88 -0.08 -5.82  0.03